Here is an isolated molecule of C9H17NO2 at a distorted geometry from the Open Molecules 2025 dataset. Energies are from ωB97M-V/def2-TZVPD.

```
29
C9H17NO2 (ωB97M-V/def2-TZVPD)
O 3.59896 2.60988 0.88409
O 3.27324 2.08841 -1.26893
C 3.09815 1.87107 0.00148
C 1.91696 0.39043 1.69323
C 2.20927 0.80612 0.41548
N -0.75825 -0.33466 -0.38526
C -2.20492 0.38386 1.43134
C -2.53016 -2.15056 -0.75117
C 1.68780 -0.14059 -0.58941
C -1.71028 0.67582 0.02211
C -1.15064 -1.72899 -0.32729
C 0.34593 0.18566 -1.25150
H 4.03238 2.69831 -1.44624
H 1.39287 -0.50314 1.99803
H 2.31010 0.90311 2.62197
H -1.37575 0.12096 2.01270
H -2.95765 -0.31571 1.51736
H -2.47142 1.30669 1.97469
H -2.69424 -1.60687 -1.70603
H -2.50189 -3.30416 -0.85668
H -3.17223 -1.80777 0.09487
H 2.44449 -0.10333 -1.42810
H 1.66641 -1.16382 -0.20944
H -2.49862 0.76233 -0.76906
H -1.23293 1.60501 0.16388
H -0.88382 -1.99878 0.71762
H -0.44025 -2.39870 -0.90862
H 0.30459 -0.18499 -2.28618
H 0.30190 1.33440 -1.36495
```

- HOMO (eV) = -7.838
- SMILES = C=C(CCN(CC)CC)C(=O)O
- energy relative to the best compared isomer or geometry (same formula, charge and spin) (kcal per mole) = 61.6
- HOMO-LUMO gap (Eh) = 0.2973
- energy (hartree) = -558.27808
- net charge = 0

natural (NBO) atomic charge list, values in e, 5 entries: number 1, O, carries -0.606; number 2, O, carries -0.666; number 3, C, carries 0.740; number 4, C, carries -0.263; number 5, C, carries -0.155

---

Here is a structure of composition C29H34BrIN4NbO11 at a distorted geometry from the Open Molecules 2025 dataset. Energies are from ωB97M-V/def2-TZVPD.

```
81
C29H34BrIN4NbO11 (ωB97M-V/def2-TZVPD)
C 1.62018 2.40715 0.13331
O 0.76953 2.17361 -0.96333
C 0.73545 0.76752 -1.22369
C -0.47682 0.33047 -2.03698
C -1.70606 1.26065 -1.92545
Nb -3.03697 0.85814 -0.14894
C -3.06289 3.00331 0.56537
O -2.27566 3.93104 -0.18630
C -3.02164 4.62338 -1.14824
C -4.94632 1.32471 -1.31219
C -6.11428 1.01681 -0.45475
O -6.65532 -0.03291 -0.38614
Br -6.82104 2.48706 0.69281
C -3.17856 -1.39496 -0.66998
C -3.76791 -1.73907 -1.99724
O -4.92194 -1.97584 -2.14290
I -2.55036 -1.89206 -3.81423
N -1.37500 0.45744 1.14585
C -1.45696 -0.59955 1.72826
O -1.33277 -1.75245 1.98383
H 1.07113 2.27079 1.07038
H 2.46526 1.71296 0.11956
H 2.00036 3.42660 0.10971
H 0.79927 0.22835 -0.27242
H 1.65326 0.50693 -1.77454
H -0.18055 0.29161 -3.08919
H -0.69238 -0.69959 -1.76095
H -2.31580 1.06225 -2.82028
H -1.35889 2.29113 -2.02696
H -4.10966 0.47263 1.30957
H -2.67322 2.99378 1.58385
H -4.10851 3.32086 0.66766
H -4.07751 4.74450 -0.88072
H -2.97652 4.07366 -2.09766
H -2.59676 5.61545 -1.30499
H -4.94064 2.39342 -1.53022
H -5.00839 0.81030 -2.26964
H -3.84152 -1.86349 0.05760
H -2.21567 -1.90975 -0.59035
C -4.18292 8.00466 3.19199
C -4.26793 6.91763 2.33332
C -4.03989 5.63638 2.80985
C -3.73258 5.46314 4.14599
C -3.63684 6.53599 5.01388
C -3.86364 7.81415 4.53054
N -3.51275 4.10197 4.65681
O -3.58674 3.19155 3.86489
O -3.27291 3.97654 5.84408
H -4.36665 9.00394 2.81789
H -4.51458 7.06653 1.29087
H -4.10521 4.79042 2.14011
H -3.39119 6.38734 6.05496
H -3.79480 8.66264 5.19796
C 1.43043 -5.41030 -1.17095
C 2.80686 -5.34362 -1.35492
C 3.38392 -4.17565 -1.82500
C 2.57620 -3.08707 -2.09923
C 1.20566 -3.14053 -1.92770
C 0.63144 -4.31226 -1.46072
N 3.19031 -1.84170 -2.57336
O 4.39829 -1.82672 -2.73439
O 2.45659 -0.89608 -2.76889
H 0.98033 -6.32149 -0.79895
H 3.42625 -6.19882 -1.13052
H 4.45154 -4.12020 -1.97137
H 0.58312 -2.28645 -2.15082
H -0.43958 -4.36627 -1.31978
C 9.14891 -4.48339 -0.46877
C 7.80720 -4.23065 -0.71999
C 6.85632 -5.19554 -0.43196
C 7.26188 -6.40123 0.10816
C 8.59482 -6.67109 0.35881
C 9.54220 -5.70354 0.06633
N 6.24841 -7.41343 0.43450
O 5.08988 -7.15136 0.18056
O 6.62580 -8.44841 0.94150
H 9.89044 -3.72665 -0.68924
H 7.50090 -3.28085 -1.13719
H 5.81362 -4.99904 -0.62522
H 8.90083 -7.61830 0.77756
H 10.58816 -5.89906 0.25893
```

- HOMO (eV) = -5.202
- HOMO-LUMO gap (Eh) = 0.2110
- energy (hartree) = -5100.41980
- net charge = -1

Löwdin atomic charge list, values in e, 5 entries: number 1, C, carries -0.128; number 2, O, carries -0.192; number 3, C, carries -0.262; number 4, C, carries -0.322; number 5, C, carries -0.329

---

Here is a cluster of 2 separate species, C4H8ClO2 in total from the Open Molecules 2025 dataset. Energies are from ωB97M-V/def2-TZVPD.

```
15
C4H8ClO2 (ωB97M-V/def2-TZVPD)
O -0.09418 -1.39719 -0.36764
O 0.06451 1.14744 0.88057
C 0.35362 -0.24595 -1.07484
C -0.26264 1.01183 -0.49805
C 0.23297 -1.26159 1.01098
C -0.38328 -0.00380 1.58778
H 1.45777 -0.17970 -1.03112
H 0.06644 -0.38392 -2.13500
H -1.36190 0.98672 -0.62626
H 0.11559 1.91632 -1.01213
H 1.33223 -1.23648 1.13920
H -0.14527 -2.16608 1.52506
H -0.09610 0.13416 2.64794
H -1.48743 -0.07005 1.54406
Cl 0.20770 1.74834 -3.59058
```

- HOMO (eV) = -3.882
- energy relative to the best compared isomer or geometry (same formula, charge and spin) (kcal per mole) = 6.4
- HOMO-LUMO gap (Eh) = 0.2707
- energy (hartree) = -767.93105
- net charge = -1

natural (NBO) atomic charge list, values in e, 5 entries: number 1, O, carries -0.540; number 2, O, carries -0.540; number 3, C, carries -0.120; number 4, C, carries -0.120; number 5, C, carries -0.097

---

Here is a structure of composition C28H48ClGeN6PPdSi3 at a distorted geometry from the Open Molecules 2025 dataset. Energies are from ωB97M-V/def2-TZVPD.

```
89
C28H48ClGeN6PPdSi3 (ωB97M-V/def2-TZVPD)
Pd -0.34971 0.65920 0.72396
C 3.73866 -2.58964 -1.82436
N 2.39636 -2.27028 -1.41428
C 1.31023 -3.09451 -1.50563
C 0.25703 -2.41266 -0.97606
N 0.67846 -1.18159 -0.57684
C 1.96727 -1.11603 -0.85725
P -0.20826 0.70201 -3.14391
C -1.50424 -0.02045 -2.17005
N -1.95937 0.26869 -0.94815
C -3.01791 -0.54415 -0.73955
C -3.22062 -1.34153 -1.83731
N -2.26631 -1.00743 -2.73814
C -2.01129 -1.63965 -4.00116
C 0.30149 2.08576 -2.13810
N 0.23408 2.28438 -0.82141
C 0.78495 3.49572 -0.58396
C 1.20083 4.05129 -1.76283
N 0.90554 3.15591 -2.73713
C 1.18165 3.35640 -4.13135
H 3.83297 -3.66772 -1.93409
H 4.45243 -2.24558 -1.07453
H 3.97995 -2.11589 -2.77780
H 1.36644 -4.07289 -1.93000
H -0.75725 -2.73694 -0.84885
H -3.59845 -0.50481 0.16389
H -3.96788 -2.08223 -2.03584
H -2.88337 -2.20910 -4.31956
H -1.15563 -2.31347 -3.90882
H -1.77691 -0.89042 -4.75963
H 0.84204 3.90041 0.40511
H 1.66657 4.99017 -1.97993
H 0.70396 4.27069 -4.48281
H 0.79714 2.51951 -4.71221
H 2.25780 3.43848 -4.28963
C -3.21963 1.72232 1.92647
Si -1.36859 1.94157 2.46609
C -0.95571 3.83036 2.48705
C -1.27919 1.45914 4.34161
Ge 1.25116 0.06993 2.35766
Si 3.01133 1.35014 3.44944
C 3.36780 2.76839 2.20277
C 4.47879 0.10939 3.47171
C 2.78401 2.03362 5.21564
Si 0.29620 -1.82432 3.55827
C -1.37091 -2.13102 2.66326
C 1.52652 -3.21926 3.09575
C 0.16701 -1.80362 5.46689
H -3.84918 2.40849 2.48213
H -3.56943 0.71452 2.13451
H -3.35373 1.92899 0.86734
H -1.57777 4.30727 3.23692
H -1.17542 4.30232 1.53642
H 0.07906 4.02897 2.74647
H -1.86066 2.17312 4.91561
H -0.26321 1.47499 4.72410
H -1.68781 0.47323 4.53086
H 2.60397 2.78376 1.42712
H 4.33020 2.66276 1.71121
H 3.36009 3.73723 2.69007
H 4.26669 -0.74290 2.82911
H 4.64385 -0.27362 4.47289
H 5.40889 0.55909 3.13835
H 2.02300 2.80488 5.25819
H 3.71262 2.46692 5.57211
H 2.50505 1.24314 5.90434
H -1.35346 -1.64010 1.68254
H -2.21134 -1.72722 3.21980
H -1.55469 -3.19039 2.50697
H 1.64763 -3.29474 2.01783
H 1.19751 -4.18406 3.46839
H 2.50444 -3.02052 3.52487
H -0.76311 -1.37169 5.81824
H 0.98200 -1.23524 5.90353
H 0.22938 -2.81565 5.85359
Cl 6.89749 1.70150 -4.61744
C 5.72962 1.19960 -3.45153
C 4.43620 0.89707 -3.85095
C 3.50070 0.52337 -2.90274
C 3.84499 0.43146 -1.56051
C 2.83738 0.04240 -0.52036
C 5.14874 0.72609 -1.18232
C 6.09012 1.11366 -2.11577
H 4.16896 0.93618 -4.89403
H 2.48903 0.29530 -3.21146
H 2.16534 0.88752 -0.30848
H 3.36542 -0.17988 0.41522
H 5.43346 0.65823 -0.14336
H 7.09954 1.33891 -1.81481
```

- HOMO (alpha / beta) (eV) = -8.991 / -10.528
- spin multiplicity = 4
- HOMO-LUMO gap (alpha / beta) (Eh) = 0.2610 / 0.2221
- energy (hartree) = -5298.96131
- net charge = +1

natural (NBO) atomic charge list, values in e, 5 entries: number 1, Pd, carries 0.598; number 2, C, carries -0.407; number 3, N, carries -0.334; number 4, C, carries -0.081; number 5, C, carries -0.103

---

Here is a cluster of 2 separate species, C2H6O in total from the Open Molecules 2025 dataset. Energies are from ωB97M-V/def2-TZVPD.

```
9
C2H6O (ωB97M-V/def2-TZVPD)
C 1.27506 0.52237 0.11555
C 1.49866 -0.74427 -0.18238
H 1.87990 1.00476 0.87366
H 0.45651 1.09463 -0.29752
H 2.26363 -1.32782 0.31419
H 0.91314 -1.28415 -0.91431
H -2.95842 0.50198 -0.33746
H -2.06974 0.48891 0.89762
O -2.18232 0.07467 0.03714
```

- HOMO (eV) = -9.995
- SMILES = C=C.O
- energy relative to the best compared isomer or geometry (same formula, charge and spin) (kcal per mole) = 15.8
- HOMO-LUMO gap (Eh) = 0.4013
- energy (hartree) = -155.00060
- net charge = 0

natural (NBO) atomic charge list, values in e, 5 entries: number 1, C, carries -0.393; number 2, C, carries -0.378; number 3, H, carries 0.186; number 4, H, carries 0.201; number 5, H, carries 0.188